DFT (ωB97M-V with the def2-TZVPD basis set) results for C35H47N4Y as an isolated structure in a non-equilibrium geometry.

Calculated values
- E_tot: -1618.87456 Eh
- Maximum force: 1.9 eV/Å
- LUMO energy: -5.616 eV
- HOMO level: -13.279 eV
- Orbital gap: 7.664 eV
- Relative energy (zero: lowest compared OMol25 entry of this formula, charge and spin): 106.2 kJ/mol

ORCA input file:
```
! RIJCOSX wB97M-V def2-TZVPD def2/J DEFGRID3
* xyz 2 1
Y 0.37 -0.16 -0.43
N 2.84 -0.78 -0.16
N 0.88 -1.15 1.76
N 1.65 0.18 -2.51
N 0.67 -2.52 -0.95
C -0.29 3.21 -2.01
C 1.00 -5.26 -1.19
C 2.16 -1.15 2.16
C 2.07 -4.44 -0.86
C 3.76 0.06 -3.60
C 3.08 -2.21 -0.47
C -2.37 0.44 1.11
C -0.16 3.11 -0.48
C 1.75 0.24 -4.90
C 0.29 -2.40 3.70
C -0.36 -3.32 -1.28
C -0.95 1.89 0.05
C -4.88 0.01 -0.82
C 1.35 2.94 -0.19
C -1.52 0.98 3.80
C -0.25 -4.68 -1.41
C -0.67 4.45 0.05
C -2.23 3.19 2.99
C -3.22 -1.00 -2.37
C 1.05 0.26 -3.71
C -0.03 -1.78 2.51
C -1.44 1.50 1.32
C 2.55 -1.71 3.36
C 1.88 -3.08 -0.75
C -3.67 -2.06 -0.11
C -3.53 -0.74 -0.89
C 3.61 0.08 -1.08
C 2.99 0.09 -2.46
C -1.59 1.00 -0.92
C 3.13 0.14 -4.84
C -1.21 2.05 2.75
C 0.22 2.52 3.04
C 1.60 -2.35 4.14
C 3.15 -0.48 1.25
C -2.49 0.16 -0.24
H 1.14 -6.33 -1.27
H 1.22 0.30 -5.84
H -2.55 0.62 3.76
H -0.44 4.63 1.10
H 1.74 2.02 -0.68
H 0.31 4.05 -2.36
H -1.05 -1.77 2.15
H 3.59 -1.68 3.66
H 3.65 -2.66 0.35
H -3.25 2.81 2.91
H -1.11 -5.28 -1.67
H -1.75 4.52 -0.08
H -4.10 -1.89 0.88
H -2.71 -2.55 0.03
H -2.96 -0.04 1.89
H -2.12 4.01 2.29
H -5.18 0.18 0.22
H -4.81 0.98 -1.31
H -0.84 0.12 3.72
H -0.21 5.27 -0.52
H -3.90 -1.76 -2.76
H 0.08 2.32 -2.52
H 0.94 1.74 2.78
H 3.05 -4.86 -0.69
H -3.36 -0.10 -2.97
H -1.76 1.30 -1.95
H -2.20 -1.34 -2.53
H 1.58 2.88 0.87
H -4.34 -2.75 -0.64
H 3.61 1.10 -0.70
H 4.84 -0.02 -3.53
H 3.72 0.12 -5.76
H -0.49 -2.90 4.27
H 3.11 0.61 1.39
H 4.65 -0.23 -1.15
H -0.03 0.33 -3.71
H -1.32 3.38 -2.31
H -2.10 3.58 4.01
H -1.37 1.41 4.80
H 4.16 -0.80 1.51
H 1.94 3.75 -0.62
H -1.32 -2.84 -1.43
H 0.50 3.43 2.53
H -5.67 -0.57 -1.31
H 1.88 -2.81 5.08
H 0.32 2.71 4.11
H 3.73 -2.27 -1.35
*
```